Record 1
The following is a quantum chemistry calculation of C40H49AgBN9O2S6 as an isolated structure, from OMol25.

Each line ends with the Löwdin charge.
Positions of all 108 atoms, in Å:
H (-7.27, 1.70, 0.16)  0.09
H (-7.55, -1.16, 2.46)  0.08
H (-6.93, 2.40, 3.14)  0.09
H (-0.34, 4.41, 4.35)  0.09
C (0.48, 0.43, 4.31)  -0.26
C (-2.53, 1.00, 7.16)  -0.04
C (-2.50, -5.16, 4.73)  -0.04
C (-7.61, 0.99, 0.91)  -0.04
H (-2.80, 6.85, 2.82)  0.09
C (1.95, 0.47, 4.58)  -0.06
C (-2.31, 4.86, 3.54)  -0.54
C (-2.03, 4.20, 2.19)  -0.20
C (5.10, -0.22, -3.90)  -0.83
C (-4.57, -2.81, -1.18)  -0.06
C (-1.61, -5.61, 5.69)  -0.07
H (-5.70, 2.69, 1.89)  0.09
C (-4.26, 0.36, 5.49)  -0.05
H (-4.01, 4.98, 4.89)  0.09
H (2.43, -0.28, 3.95)  0.06
O (-3.23, -4.38, 1.39)  -0.29
H (-4.45, -0.21, 4.58)  0.05
H (-4.45, 4.98, 3.18)  0.09
H (-4.07, -2.64, -2.13)  0.07
C (-4.43, -1.62, -0.29)  -0.25
S (1.08, -2.44, 2.15)  0.62
C (-2.02, -4.30, 3.76)  -0.22
H (-6.48, -1.51, 0.25)  0.13
C (-1.58, 2.81, -0.13)  -0.67
H (-1.08, 6.62, 3.19)  0.09
H (-0.12, -0.14, 6.26)  0.13
H (-3.47, -1.46, 7.49)  0.09
C (-1.13, 4.94, -1.42)  -0.07
H (-1.95, -6.26, 6.48)  0.10
C (-0.47, -2.93, 2.60)  -0.83
H (-3.92, 3.48, 3.94)  0.05
C (-5.31, 0.06, 1.20)  -0.21
B (-1.77, 0.70, 1.26)  -0.63
N (-1.31, 0.48, 2.75)  -0.01
S (-2.86, -3.46, 2.44)  0.63
H (-5.02, 0.10, 6.23)  0.10
H (-4.06, -3.66, -0.70)  0.07
C (0.00, 0.67, 2.99)  -0.65
H (-1.69, 6.00, 1.01)  0.11
C (-0.70, -3.90, 3.71)  -0.24
N (-2.22, 0.31, 3.70)  0.21
H (-5.28, 1.76, 3.33)  0.04
H (-3.36, 1.05, 7.87)  0.09
C (-0.45, 0.12, 5.26)  0.07
H (-4.34, 1.42, 5.26)  0.07
S (-1.33, 1.87, -1.49)  0.70
H (-6.14, -0.81, 3.47)  0.07
H (-2.26, 6.78, 4.50)  0.09
H (-8.47, 1.42, 1.43)  0.09
C (-5.49, -1.07, 0.36)  0.07
O (-3.93, -2.64, 2.95)  -0.31
H (2.16, 0.26, 5.62)  0.08
C (2.89, -1.13, -0.97)  -0.13
C (-3.77, 4.55, 3.91)  -0.04
N (6.10, -1.10, -3.73)  0.08
C (2.69, 0.16, -3.35)  -0.02
H (-3.54, -5.46, 4.74)  0.12
H (-7.64, 0.12, 3.68)  0.09
C (4.01, -1.03, -1.78)  -0.01
C (-0.27, -5.21, 5.66)  -0.07
C (3.92, -0.37, -3.00)  -0.23
H (-7.96, 0.09, 0.39)  0.07
H (-1.64, 0.70, 7.72)  0.08
C (-1.51, 4.25, -0.15)  -0.25
H (-1.87, 4.72, -2.20)  0.08
H (-5.62, -3.05, -1.33)  0.09
H (-3.34, -2.08, 5.84)  0.08
C (-1.38, 4.23, 4.60)  -0.04
N (-2.05, 2.90, 2.19)  0.18
H (4.95, -1.45, -1.42)  0.11
S (5.19, 0.96, -5.05)  0.67
S (-1.81, -1.62, -0.92)  0.72
H (-1.59, 4.66, 5.58)  0.09
H (2.57, 0.69, -4.28)  0.09
C (-6.50, 0.68, 1.91)  -0.53
H (0.41, -5.57, 6.41)  0.10
C (-2.09, 6.37, 3.50)  -0.06
H (6.02, -1.89, -3.11)  0.10
C (-1.75, 4.92, 1.00)  0.06
C (-2.87, 0.02, 6.03)  -0.53
N (1.71, -0.62, -1.32)  0.01
C (-2.88, -1.42, 6.57)  -0.02
H (-1.55, 3.15, 4.64)  0.06
H (2.93, -1.64, -0.02)  0.08
N (-4.13, 0.55, 1.40)  0.19
N (-3.06, -0.01, 0.81)  0.02
Ag (-0.13, -0.40, 0.29)  0.61
H (-1.87, -1.78, 6.79)  0.08
C (0.20, -4.35, 4.66)  -0.03
N (-1.57, -2.56, 1.97)  -0.14
N (-1.83, 2.22, 1.06)  -0.02
H (0.65, 0.41, -2.74)  0.06
C (1.62, 0.01, -2.49)  -0.12
H (1.23, -4.04, 4.63)  0.10
H (-0.18, 4.55, -1.78)  0.08
H (-1.07, 6.01, -1.28)  0.08
C (-1.83, 0.15, 4.94)  -0.20
C (-6.99, -0.36, 2.95)  -0.02
S (1.02, 1.21, 1.73)  0.71
H (-2.37, 2.01, 6.76)  0.08
H (6.89, -1.03, -4.34)  0.10
H (2.36, 1.44, 4.30)  0.08
C (-6.08, 1.96, 2.61)  -0.06
C (-3.14, -1.04, -0.06)  -0.64

total energy: -129471.38257 eV
M: 998.98 g mol⁻¹
frontier orbital gap: 0.2447 Ha
energy relative to the best compared isomer or geometry (same formula, charge and spin): 93.33 kJ/mol
HOMO: -0.2714 Eh



Record 2
The following is a quantum chemistry calculation of C27H32MnN5O3PS2 as an isolated structure, from OMol25.

Each line ends with the Löwdin charge.
Positions of all 71 atoms, in Å:
C (-4.12, -4.86, -0.84)  0.02
H (0.18, -1.50, -4.13)  0.08
H (-4.81, -4.08, -0.52)  0.09
C (4.43, 3.75, -1.10)  -0.01
H (4.29, -2.52, 3.26)  0.12
H (5.56, -1.33, 1.51)  0.12
C (2.77, 2.01, -1.13)  -0.28
H (-3.70, -1.41, 2.86)  0.10
C (-0.53, 4.26, 2.16)  -0.05
H (-2.28, 1.93, 2.00)  0.07
C (-0.81, -3.37, -0.63)  -0.62
H (-3.56, -2.14, 1.26)  0.07
H (3.42, 3.01, 0.65)  0.12
H (0.09, -4.77, 0.63)  0.17
C (3.77, -1.85, 2.58)  -0.04
S (0.61, -2.45, -0.95)  0.85
H (-4.29, 1.43, 0.40)  0.10
C (3.53, 2.92, -0.43)  -0.05
C (-2.98, -0.03, 1.35)  -0.60
H (-1.26, -1.92, -3.46)  0.04
C (2.94, 1.97, -2.53)  -0.28
S (1.89, 0.92, -3.41)  0.62
H (0.71, 3.67, 3.81)  0.12
C (-4.33, 0.40, 0.78)  -0.03
C (2.40, -1.67, 2.71)  -0.05
H (-1.63, 0.59, 2.95)  0.09
H (-1.63, 4.64, 0.36)  0.12
O (0.48, 1.30, -2.92)  -0.38
H (-5.09, 0.36, 1.57)  0.10
N (-0.73, -4.45, 0.14)  0.05
C (-3.09, -1.44, 1.96)  -0.03
C (4.58, 3.69, -2.47)  -0.01
H (3.90, 2.73, -4.29)  0.13
C (4.49, -1.18, 1.60)  -0.04
O (2.07, 0.94, -4.81)  -0.18
N (-2.65, -2.46, -1.96)  0.15
C (-0.31, 2.98, 0.14)  -0.08
N (-1.88, -5.17, 0.20)  0.17
H (-4.26, -5.05, -1.90)  0.10
N (-0.60, -1.15, -3.58)  0.05
C (1.74, -0.82, 1.84)  -0.12
P (1.57, 0.98, -0.20)  1.12
H (-0.59, 2.80, -0.89)  0.11
H (-3.31, 1.09, 3.17)  0.10
H (5.02, 4.46, -0.53)  0.13
C (1.02, 2.43, 2.10)  -0.08
C (-1.15, -0.09, -0.61)  -0.16
O (2.05, -0.44, -2.73)  -0.40
H (4.40, 0.21, -0.03)  0.12
Mn (0.34, -0.26, -1.81)  0.46
N (-2.08, -3.38, -1.05)  -0.04
H (-4.36, -5.77, -0.29)  0.10
C (2.46, -0.13, 0.86)  -0.37
H (1.85, -2.19, 3.48)  0.12
H (1.77, 1.81, 2.59)  0.11
C (-2.71, -4.50, -0.54)  -0.30
C (-1.97, -0.06, 0.27)  -0.07
C (3.82, 2.79, -3.21)  0.00
H (-1.05, -0.44, -4.15)  0.09
H (-2.10, -1.83, 2.23)  0.08
C (3.84, -0.31, 0.73)  -0.05
C (0.42, 3.47, 2.79)  -0.05
C (-0.89, 4.02, 0.84)  -0.05
H (0.66, -0.68, 1.93)  0.10
H (-2.49, -1.54, -1.55)  0.05
C (0.65, 2.18, 0.77)  -0.35
H (5.29, 4.34, -2.97)  0.13
H (-4.65, -0.25, -0.03)  0.08
H (-0.99, 5.08, 2.71)  0.12
C (-2.51, 0.96, 2.43)  -0.02
H (-3.65, -2.65, -1.98)  0.11

total energy: -104375.70375 eV
M: 624.63 g mol⁻¹
spin multiplicity: 4
net charge: +2
frontier orbital gap (alpha / beta): 0.2386 / 0.2922 Ha
energy relative to the best compared isomer or geometry (same formula, charge and spin): 0.00 kJ/mol
HOMO (alpha / beta): -0.5365 / -0.5363 Eh



Record 3
The following is a quantum chemistry calculation of the molecule C21H28N2O5S3, from OMol25.

Each line ends with the Löwdin charge.
Positions of all 59 atoms, in Å:
H (-0.38, 6.99, -1.35)  0.11
H (-1.91, -0.86, 3.32)  0.11
H (-0.19, 5.72, -3.39)  0.12
S (0.95, 2.47, -0.17)  0.67
H (1.09, -4.55, 2.60)  0.11
H (0.22, -5.97, 1.98)  0.13
C (-0.74, 5.96, -1.31)  -0.14
H (0.16, -6.12, -0.63)  0.13
C (0.36, -5.05, -0.62)  -0.19
O (3.05, -3.92, -0.74)  -0.28
N (-0.58, 2.83, -0.64)  -0.23
H (-2.84, -1.90, 1.09)  0.04
C (-0.26, 5.11, -2.49)  -0.11
O (1.82, 2.83, -1.26)  -0.27
C (1.60, -1.18, 1.45)  -0.03
O (1.15, 3.08, 1.11)  -0.27
H (1.28, 0.84, 2.14)  0.12
C (1.30, 0.17, 1.30)  -0.04
H (-1.24, 3.46, 1.20)  0.13
H (-0.77, -3.21, -0.75)  0.10
C (-2.00, -0.33, 2.38)  -0.18
C (-1.60, 2.83, 0.39)  -0.19
H (1.82, -1.60, 2.41)  0.12
H (-1.96, -5.63, 0.69)  0.12
N (1.12, -4.75, 0.57)  -0.24
H (-2.50, 3.27, -0.04)  0.13
S (2.35, -3.65, 0.48)  0.67
C (0.41, -4.90, 1.82)  -0.19
H (0.70, 4.64, -2.29)  0.10
C (-1.37, 4.06, -2.63)  -0.30
C (-0.97, 2.70, -2.02)  -0.14
C (-0.96, -4.28, -0.66)  -0.17
O (-2.53, 4.57, -1.97)  -0.12
C (1.14, -0.12, -1.09)  -0.04
H (-0.71, -3.06, 1.77)  0.09
H (-2.70, -4.03, 0.60)  0.09
H (-1.80, 2.00, -2.13)  0.11
H (-1.26, 1.65, 2.98)  0.12
H (-0.11, 2.34, -2.57)  0.12
C (-1.87, 1.47, 0.93)  -0.51
H (-2.81, 6.01, -0.55)  0.12
C (-2.26, 5.88, -1.48)  -0.19
C (1.09, 0.69, 0.03)  -0.25
C (-1.65, 1.02, 2.20)  -0.14
O (3.05, -3.71, 1.73)  -0.28
C (-1.74, -4.56, 0.62)  -0.20
H (-0.43, 5.51, -0.37)  0.10
H (1.55, -2.12, -1.80)  0.12
C (-0.91, -4.13, 1.82)  -0.17
C (1.44, -1.47, -0.94)  -0.05
H (1.00, 0.31, -2.07)  0.11
H (-1.45, -4.33, 2.75)  0.12
H (1.00, -4.80, -1.46)  0.11
C (-2.48, -0.90, 1.24)  -0.41
C (1.68, -1.98, 0.32)  -0.25
H (-1.63, 3.89, -3.69)  0.15
S (-2.50, 0.20, -0.07)  1.05
H (-1.53, -4.60, -1.54)  0.12
H (-2.61, 6.62, -2.21)  0.12

total energy: -67953.98630 eV
M: 484.66 g mol⁻¹
structure (SMILES): O=S(=O)(c1ccc(S(=O)(=O)N(Cc2cccs2)C[C@@H]2CCCO2)cc1)N1CCCCC1
frontier orbital gap: 0.3409 Ha
energy relative to the best compared isomer or geometry (same formula, charge and spin): 0.00 kJ/mol
HOMO: -0.3383 Eh



Record 4
The following is a quantum chemistry calculation of the molecule C3H5FS2, from OMol25.

Each line ends with the Löwdin charge.
Positions of all 11 atoms, in Å:
C (-0.70, -0.31, 0.88)  -0.61
H (1.20, 1.43, -1.25)  0.12
H (-2.96, -0.79, 0.44)  -0.13
F (-0.11, 2.19, 0.00)  -0.05
S (-1.91, -0.57, -0.38)  0.74
H (1.85, 1.76, 0.28)  0.12
C (0.64, -0.04, 0.21)  -0.86
H (-0.61, -1.18, 1.49)  0.06
C (0.96, 1.36, -0.18)  -0.27
S (1.73, -1.15, -0.12)  0.79
H (-0.92, 0.61, 1.49)  0.10

total energy: -27578.94859 eV
M: 124.21 g mol⁻¹
structure (SMILES): FCC(=S)CS
frontier orbital gap: 0.3151 Ha
energy relative to the best compared isomer or geometry (same formula, charge and spin): 51.59 kJ/mol
HOMO: -0.3353 Eh



Record 5
The following is a quantum chemistry calculation of C6H18O3RbS3 as an isolated structure, from OMol25.

Each line ends with the Löwdin charge.
Positions of all 31 atoms, in Å:
O (-1.00, -0.93, -0.50)  -0.71
C (-1.87, 1.17, -1.91)  -0.23
H (-2.80, 1.56, -2.30)  0.05
C (-3.54, -0.30, -0.31)  -0.24
H (2.47, -1.48, -4.55)  0.06
H (-1.08, 1.26, -2.65)  0.05
H (-0.38, 2.17, 5.42)  0.06
C (4.19, -1.33, -2.40)  -0.24
H (1.44, -0.52, -3.35)  0.06
H (-1.12, 1.59, 1.53)  0.03
H (4.45, -1.01, -3.40)  0.05
H (-0.08, 0.46, 5.84)  0.06
H (0.34, 1.95, 2.55)  0.06
H (0.95, 1.31, 4.68)  0.06
C (-0.75, 1.87, 2.51)  -0.23
H (-4.10, 0.61, -0.55)  0.06
H (-1.14, 2.84, 2.80)  0.06
H (0.99, -2.16, -3.96)  0.05
O (1.95, -1.73, -1.06)  -0.70
S (-1.23, 0.64, 3.78)  0.86
C (1.81, -1.48, -3.69)  -0.24
H (-1.49, 1.74, -1.05)  0.05
C (-0.07, 1.19, 5.04)  -0.25
S (-2.13, -0.58, -1.40)  0.86
Rb (0.62, -2.12, 1.39)  1.01
H (-4.24, -1.12, -0.47)  0.05
H (4.09, -0.48, -1.73)  0.06
S (2.62, -2.25, -2.29)  0.85
H (5.00, -1.91, -1.95)  0.05
H (-3.19, -0.29, 0.71)  0.05
O (-0.72, -0.68, 3.27)  -0.73

total energy: -45811.30837 eV
M: 319.88 g mol⁻¹
net charge: +1
frontier orbital gap: 0.3527 Ha
energy relative to the best compared isomer or geometry (same formula, charge and spin): 23.87 kJ/mol
HOMO: -0.4386 Eh



Record 6
The following is a quantum chemistry calculation of C22H36CdO2P2 as an isolated structure, from OMol25.

Each line ends with the Löwdin charge.
Positions of all 63 atoms, in Å:
C (0.63, 2.14, 8.46)  -0.10
H (1.84, -1.59, -6.07)  0.12
H (0.53, -1.70, 4.19)  -0.06
H (-2.62, 1.16, -0.11)  0.05
H (2.37, 1.08, 5.71)  0.11
H (-2.16, 1.15, -6.03)  0.12
H (1.97, -3.30, -1.02)  0.03
H (-2.06, -3.27, 0.20)  0.04
C (0.27, 1.58, 5.75)  -0.15
H (2.50, -1.92, 0.01)  0.04
H (0.56, 0.35, -6.51)  0.10
H (-1.50, -2.45, -4.12)  0.11
H (-0.19, 0.91, -2.22)  0.02
H (2.69, 1.48, 8.17)  0.10
C (-1.02, -3.60, 0.07)  -0.28
C (0.03, 1.16, 4.33)  -0.67
C (-0.89, 1.24, -4.29)  -0.13
H (-0.92, -4.20, -0.84)  0.04
H (0.77, 2.37, 9.52)  0.10
H (-1.18, -2.01, 3.78)  -0.06
C (0.50, -1.82, -4.41)  -0.14
C (-0.83, -1.76, -4.64)  -0.11
H (-0.74, -4.21, 0.94)  0.04
P (-0.21, 1.28, 0.15)  0.76
H (1.92, 2.24, 0.74)  0.05
C (-1.89, 1.98, -0.02)  -0.27
H (0.55, 3.13, 1.46)  0.05
O (1.06, 0.86, 3.62)  -0.19
H (-1.32, 1.90, -3.52)  0.10
H (-2.41, -1.38, -5.99)  0.11
H (-1.75, 2.28, 6.02)  0.11
C (1.53, -1.03, -5.16)  -0.18
C (-0.62, 2.38, 7.86)  -0.09
C (1.71, 1.65, 7.70)  -0.09
H (2.44, -0.97, -4.54)  0.11
P (0.08, -2.14, 0.05)  0.73
C (-0.25, -1.09, -1.43)  -0.43
H (1.97, -3.45, 0.76)  0.05
H (1.34, 0.42, -1.50)  0.09
Cd (-0.15, -0.39, 1.98)  1.12
H (-1.95, 2.65, -0.89)  0.04
C (-1.90, 0.53, -5.16)  -0.18
H (0.27, -1.58, -2.26)  0.02
C (-1.48, -0.87, -5.67)  -0.20
H (0.91, -2.56, -3.71)  0.10
C (1.80, -2.76, -0.08)  -0.27
H (-1.45, 2.78, 8.45)  0.10
H (0.13, -3.01, 3.02)  -0.08
C (0.44, 1.21, -4.51)  -0.11
H (1.10, 1.86, -3.92)  0.11
C (1.13, 0.40, -5.58)  -0.19
H (-2.83, 0.43, -4.58)  0.11
H (-0.88, -0.76, -6.58)  0.10
C (1.53, 1.41, 6.33)  -0.03
C (0.93, 2.65, 0.54)  -0.27
C (-0.79, 2.10, 6.50)  -0.03
H (-2.10, 2.54, 0.91)  0.05
C (0.24, 0.37, -1.38)  -0.41
O (-1.17, 1.02, 3.93)  -0.13
H (-1.33, -1.14, -1.67)  0.09
C (-0.15, -2.02, 3.39)  -0.34
H (2.06, 0.93, -5.84)  0.11
H (0.96, 3.37, -0.29)  0.04

total energy: -50632.79467 eV
M: 506.89 g mol⁻¹
frontier orbital gap: 0.2400 Ha
energy relative to the best compared isomer or geometry (same formula, charge and spin): 0.00 kJ/mol
HOMO: -0.2299 Eh